A single C5H4N2O molecule. Source: OMol25; level of theory: wB97M-V/def2-TZVPD.

The molecular weight is 108.1 g mol⁻¹. Its max |F| is 1.70 eV/Å. For the highest occupied orbital energy (alpha / beta), the calculation gives -7.88 / -7.88 eV.

XYZ file:
```
12
Properties=species:S:1:pos:R:3:forces:R:3
C -2.417857 -1.490922 1.248779 0.326 0.589 -0.371
C -1.602697 -0.718996 0.812347 -0.876 -0.819 0.897
C -0.523289 0.036796 0.376940 0.741 0.383 -0.476
C 0.145335 1.004333 1.030935 -0.118 -0.485 -0.305
C 1.217343 0.453742 -1.488166 0.631 0.852 -1.190
N 1.200494 1.682974 0.473014 0.511 1.124 1.162
N 1.593583 1.215572 -0.625823 -0.504 -0.683 -0.241
O 1.561077 -0.283742 -2.485710 0.123 -0.718 -0.308
H -3.164951 -2.128671 1.617238 -0.405 -0.339 0.184
H -0.209922 -0.216665 -0.647824 -0.061 -0.145 0.260
H -0.106461 1.343933 2.020871 -0.148 0.011 0.101
H 2.307345 -0.898354 -2.332601 -0.220 0.229 0.287
```
Forces are in eV/Å.

How is the electron density shared among the atoms? According to natural (NBO), the charges in e are: -0.226, -0.033, -0.376, 0.019, 0.516, -0.315, -0.112, -0.614, 0.229, 0.195, 0.214, 0.502



A single C5H4N2O2 molecule. Source: OMol25; level of theory: wB97M-V/def2-TZVPD.

The molecular weight is 124.1 g mol⁻¹. Its max |F| is 9.53 eV/Å. As for the SMILES: O=N/C=C1/NC=CC1=O. For the highest occupied orbital energy, the calculation gives -9.19 eV.

XYZ file:
```
13
Properties=species:S:1:pos:R:3:forces:R:3
C -1.760973 -0.183521 0.398701 1.679 0.440 -0.760
C -0.430189 -0.013205 0.289783 1.502 1.670 -1.795
C 1.748181 -0.696355 -0.175722 0.845 1.670 0.130
C 1.859267 0.666344 -0.474859 -0.855 -1.632 1.389
C 0.540128 1.265533 -0.096515 -0.636 5.695 4.487
H -2.039866 -1.187869 0.998313 -0.392 2.600 -1.953
H 0.265533 -2.039055 -0.279937 -0.154 3.204 2.761
H 2.636871 -1.440516 -0.271985 -2.062 1.208 0.325
H 2.870321 1.138929 -0.578798 -1.559 -0.163 -0.256
N -2.720850 0.772694 -0.509826 -2.347 -5.954 5.811
N 0.480802 -1.090361 0.378036 1.429 -3.433 -3.183
O -3.797536 0.209781 -0.135992 1.717 3.279 -2.895
O 0.348308 2.597601 0.458802 0.833 -8.582 -4.061
```
Forces are in eV/Å.

How is the electron density shared among the atoms? According to natural (NBO), the charges in e are: -0.127, 0.082, 0.066, -0.386, 0.449, 0.238, 0.403, 0.235, 0.261, 0.198, -0.591, -0.278, -0.551



What is the max |F| in the second record?
9.53 eV/Å



What is the formula in the first record?
C5H4N2O



Look up the molecular weight of the first one.
108.1 g mol⁻¹



molecular weight of number 1 (C5H4N2O)?
108.1 g mol⁻¹